## a
The following is a DFT calculation (wB97M-V/def2-TZVPD) of an isolated molecule of C6H6.

Atoms and positions in Å:
H 1.33 -1.31 1.55
C 1.49 0.08 -0.07
C 0.69 0.93 -0.87
H -2.53 -0.18 -0.07
H -1.40 1.42 -1.35
C -0.73 0.70 -0.92
C -1.51 -0.07 0.00
C 0.79 -0.84 0.74
H 1.20 1.63 -1.57
H -1.29 -1.53 1.51
C -0.64 -0.92 0.80
H 2.60 0.10 0.26

- Net charge: 0
- Spin multiplicity: 1
- Structure (SMILES): c1ccccc1
- E_LUMO: 1.13 eV
- HOMO level: -9.18 eV


## b
The following is a DFT calculation (wB97M-V/def2-TZVPD) of an isolated molecule of C6H6.

Atoms and positions in Å:
H -0.24 -2.20 0.42
C 3.57 -0.13 0.06
H -2.42 1.27 0.48
C -1.39 -0.51 -0.03
H 4.01 0.85 -0.10
H -0.72 1.53 -0.02
H -2.26 -1.15 -0.14
C 1.02 -0.43 0.28
H -1.98 1.17 -1.23
C -1.62 0.95 -0.21
C 2.26 -0.24 0.23
C -0.22 -1.12 0.26

- Net charge: 0
- Spin multiplicity: 1
- E_LUMO (spin up / spin down): -1.27 / -1.24 eV
- HOMO level (spin up / spin down): -7.93 / -7.84 eV


Here are the energies relative to the best structure, in hartree: a 0.0000; b 0.1497.